13 unconnected molecules or ions with the total composition C5H36N2O13 in a non-equilibrium geometry. Source: the OMol25 dataset; level of theory: ωB97M-V with the def2-TZVPD basis set.

E_HOMO ... -0.3560 Ha
Gap between HOMO and LUMO ... 9.68 eV

```
! wB97M-V def2-TZVPD RIJCOSX def2/J DEFGRID3
* xyz 0 1
N -0.42 -2.23 -0.48
C 0.77 -1.41 -0.38
C 0.73 -0.03 -1.01
N -0.43 0.60 -0.80
C -1.67 1.97 -2.38
C -0.71 1.99 -1.19
C -1.35 2.61 0.06
O 1.61 0.46 -1.73
H -0.79 -2.64 0.37
H -0.33 -2.79 -1.31
H 1.03 -1.39 0.70
H 1.69 -1.97 -0.60
H -1.13 0.14 -0.25
H -2.31 1.10 -2.35
H -1.07 1.85 -3.28
H -2.25 2.87 -2.60
H 0.24 2.45 -1.42
H -1.65 3.64 -0.17
H -2.30 2.08 0.17
H -0.65 2.64 0.89
H 4.54 -0.33 1.46
H 3.67 -1.16 0.47
O 3.65 -0.63 1.27
H 0.37 2.13 3.96
H 0.60 3.67 4.43
O 0.93 2.91 3.94
H -0.72 -4.91 -0.63
H -1.99 -5.22 -1.48
O -1.10 -4.88 -1.52
H 4.78 1.38 -1.53
H 3.74 0.39 -1.06
O 4.70 0.55 -1.05
H 2.09 1.87 0.87
H 1.91 0.52 1.63
O 1.43 1.30 1.30
H 0.18 0.08 -4.05
H -0.86 -0.95 -4.92
O -0.64 -0.10 -4.53
H -2.39 1.11 2.26
H -1.00 0.54 1.96
O -1.82 0.35 2.43
H -0.77 -3.21 2.96
H -2.19 -3.41 2.65
O -1.33 -3.44 2.22
H -2.87 -1.07 -2.24
H -2.52 -2.04 -0.99
O -3.19 -1.50 -1.45
H 1.89 2.02 -2.54
H 3.23 2.58 -2.83
O 2.30 2.85 -2.89
H 2.68 0.23 3.78
H 1.29 0.21 4.46
O 2.14 -0.23 4.42
H -3.84 -0.43 1.96
H -3.69 -1.81 1.20
O -4.19 -1.30 1.84
*
```

---

13 unconnected molecules or ions with the total composition C5H36N2O13 in a non-equilibrium geometry. Source: the OMol25 dataset; level of theory: ωB97M-V with the def2-TZVPD basis set.

E_HOMO ... -0.3430 Ha
Gap between HOMO and LUMO ... 9.21 eV

```
! wB97M-V def2-TZVPD RIJCOSX def2/J DEFGRID3
* xyz 0 1
C -0.16 3.70 -1.49
C 0.04 3.04 -0.15
N 1.26 2.43 0.14
C 2.34 2.45 -0.85
C 2.72 1.06 -1.35
N 2.84 0.26 -0.13
C 3.82 -0.85 -0.45
O -0.75 3.04 0.79
H 0.03 4.72 -1.27
H -1.17 3.55 -1.92
H 0.55 3.57 -2.32
H 1.47 2.04 1.02
H 2.12 3.22 -1.60
H 3.34 2.82 -0.51
H 1.91 0.65 -1.93
H 3.58 1.21 -1.99
H 1.96 -0.14 0.22
H 4.80 -0.43 -0.22
H 3.93 -0.95 -1.52
H 3.71 -1.79 0.00
H -3.08 1.71 0.31
H -2.39 2.39 1.36
O -3.19 1.83 1.28
H -0.51 -0.55 -1.72
H -1.38 -1.06 -2.83
O -1.27 -1.11 -1.87
H 0.69 0.65 4.01
H 1.23 2.01 3.56
O 1.35 1.05 3.44
H -0.09 -4.57 -1.90
H -1.42 -4.05 -2.45
O -0.60 -3.77 -2.01
H -3.66 -0.29 -1.06
H -3.26 1.25 -1.62
O -3.70 0.41 -1.72
H -1.05 -4.31 0.24
H -2.26 -3.58 0.42
O -1.64 -4.10 0.96
H -2.92 -1.16 2.67
H -4.28 -0.84 2.07
O -3.74 -1.58 2.34
H 2.96 0.73 2.79
H 3.65 0.79 1.37
O 3.78 0.98 2.36
H 1.33 -2.22 -2.37
H 1.34 -1.55 -3.69
O 1.75 -1.47 -2.83
H -2.39 0.25 1.05
H -0.83 0.47 1.23
O -1.51 -0.16 0.99
H -1.54 -2.32 3.00
H -0.08 -2.25 3.21
O -0.85 -1.68 3.22
H -2.36 -1.76 -0.70
H -3.24 -1.72 0.67
O -3.19 -2.02 -0.24
*
```

---

13 unconnected molecules or ions with the total composition C5H36NO14 in a non-equilibrium geometry. Source: the OMol25 dataset; level of theory: ωB97M-V with the def2-TZVPD basis set.

E_HOMO ... -0.2352 Ha
Gap between HOMO and LUMO ... 9.23 eV

```
! wB97M-V def2-TZVPD RIJCOSX def2/J DEFGRID3
* xyz -1 1
C 2.62 1.66 1.13
N 1.16 1.70 1.02
C 0.55 0.38 0.67
C 0.55 0.10 -0.84
C -0.74 -0.59 -1.31
O -0.81 -1.92 -0.85
C 1.23 -0.79 1.44
O 0.47 -1.93 1.29
H 2.96 2.70 1.16
H 2.92 1.18 2.06
H 3.10 1.20 0.28
H 0.88 2.34 0.30
H -0.55 0.45 1.08
H 0.69 0.99 -1.37
H 1.47 -0.54 -1.07
H -1.67 -0.05 -1.01
H -0.73 -0.72 -2.45
H 2.24 -0.99 1.03
H 1.30 -0.60 2.50
H -0.19 -2.00 0.16
H 3.06 -2.35 -1.01
H 2.15 -2.45 -2.23
O 2.99 -1.96 -1.89
H 0.22 -3.44 -3.06
H 0.15 -2.85 -1.69
O 0.73 -3.34 -2.33
H -1.50 2.91 2.03
H -0.22 2.32 2.50
O -1.09 2.61 2.81
H 1.68 -3.01 0.73
H 1.84 -3.98 -0.48
O 2.34 -3.51 0.19
H 0.18 3.25 -2.04
H 1.50 2.63 -2.01
O 0.97 3.27 -1.58
H 2.88 -0.27 -2.18
H 3.88 0.81 -2.55
O 2.96 0.66 -2.43
H -2.39 1.54 0.28
H -1.13 2.13 -0.01
O -1.98 2.39 0.03
H -2.10 -2.37 2.58
H -0.80 -1.68 2.00
O -1.71 -1.52 2.43
H -3.70 -0.97 -0.29
H -2.82 -2.02 -0.96
O -3.76 -1.74 -0.96
H -2.16 1.41 3.37
H -2.42 -0.17 3.33
O -2.84 0.69 3.48
H -1.80 2.35 -3.00
H -1.89 2.93 -1.63
O -1.56 3.16 -2.51
H -2.45 -0.56 1.26
H -3.55 0.43 1.72
O -3.11 0.13 0.89
*
```